# 1
{"formula": "CH3NO2S", "method": "wB97M-V/def2-TZVPD", "elements": ["C", "N", "O", "O", "S", "H", "H", "H"], "xyz": [[-0.9396, 0.3047, -0.0342], [0.4539, 0.6351, -0.0966], [0.6791, -2.0587, -0.3953], [0.7931, -0.9946, 1.8114], [0.4726, -0.8694, 0.4155], [-1.4419, 0.9265, 0.5962], [-1.5368, 0.0701, -0.8935], [1.5196, 1.9864, -1.4035]], "de_lowest_kcal_mol": 162.1, "e_homo_ev": [-10.459, -10.407], "energy_ev": -17498.4418, "lumo_energy_ev": [-0.671, -2.717], "orbital_gap_ev": [9.79, 7.69], "total_charge": 0}

***

# 2
{"formula": "C16H21ClNO3", "method": "wB97M-V/def2-TZVPD", "elements": ["C", "C", "C", "C", "C", "O", "H", "H", "H", "H", "H", "H", "H", "H", "H", "H", "C", "C", "O", "C", "C", "N", "C", "C", "C", "C", "C", "Cl", "C", "C", "O", "H", "H", "H", "H", "H", "H", "H", "H", "H", "H", "H"], "xyz": [[-5.0623, -0.2879, -1.4061], [-3.6492, -0.4050, -1.9603], [-2.5339, -0.1447, -0.9432], [-1.1580, -0.4170, -1.5834], [-0.6268, -1.8078, -1.3042], [-0.7029, 0.3658, -2.4209], [-5.8114, -0.2804, -2.2047], [-5.2813, -1.1420, -0.7604], [-5.1583, 0.6192, -0.8014], [-3.5240, -1.4046, -2.3907], [-3.5198, 0.3062, -2.7810], [-2.5351, 0.9060, -0.6256], [-2.6733, -0.7578, -0.0420], [-1.4356, -2.5472, -1.3046], [0.1342, -2.0540, -2.0549], [-0.1896, -1.8361, -0.2954], [-2.8436, 3.6204, 1.8956], [-1.5372, 2.9128, 2.1558], [-1.2428, 2.0421, 1.0313], [-0.1419, 1.2612, 1.1939], [0.4724, 0.8741, -0.1116], [1.3864, -0.0197, -0.0901], [2.2737, -0.7211, -0.7086], [3.4696, -1.2094, -0.0504], [4.4046, -1.9651, -0.7886], [5.6385, -2.2861, -0.2418], [5.9351, -1.8841, 1.0723], [7.4778, -2.2280, 1.7292], [4.9846, -1.2079, 1.8583], [3.7441, -0.8843, 1.2984], [0.3373, 0.9356, 2.2645], [-2.8937, 4.4806, 2.5730], [-2.9720, 3.9924, 0.8655], [-3.6754, 2.9528, 2.1304], [-0.7394, 3.6679, 2.2530], [-1.5903, 2.2706, 3.0518], [0.3605, 1.6663, -0.8864], [2.1461, -0.9882, -1.7733], [4.1393, -2.2571, -1.8042], [6.3791, -2.8317, -0.8210], [5.2220, -0.9402, 2.8867], [2.9922, -0.3666, 1.8953]], "de_lowest_kcal_mol": 17.7, "e_homo_ev": -2.201, "energy_ev": -37087.3112, "lumo_energy_ev": 2.991, "orbital_gap_ev": 5.19, "total_charge": -1}

***

# 3
{"formula": "C6H10O2", "method": "wB97M-V/def2-TZVPD", "elements": ["C", "O", "C", "C", "O", "C", "C", "C", "H", "H", "H", "H", "H", "H", "H", "H", "H", "H"], "xyz": [[-2.2480, -0.1432, -0.0730], [-1.4872, 0.9883, -0.1943], [-0.1037, 0.4607, 0.0539], [1.0347, 1.4689, 0.3526], [2.2092, 0.5248, -0.2402], [1.5220, -0.7820, -0.1278], [0.4658, -0.3329, -1.1119], [0.2288, -0.8040, 1.1016], [-3.2305, 0.3120, -0.5191], [-1.8484, -0.9053, -0.9607], [-2.2341, -0.4290, 1.1481], [0.9085, 2.2237, -0.2428], [1.1458, 1.7032, 1.5114], [2.3628, -1.6235, -0.1974], [0.0183, -1.2207, -1.4827], [0.8472, 0.4388, -1.9924], [0.6655, -0.1805, 1.9344], [-0.2569, -1.6992, 1.0405]], "de_lowest_kcal_mol": 160.6, "e_homo_ev": -9.341, "energy_ev": -10472.2054, "lumo_energy_ev": 0.907, "orbital_gap_ev": 10.25, "total_charge": 0, "smiles": "CO[C@]12CO[C@H](C1)C2"}

***

# 4
{"formula": "C3H5NOS2", "method": "wB97M-V/def2-TZVPD", "elements": ["S", "C", "N", "C", "S", "C", "O", "H", "H", "H", "H", "H"], "xyz": [[1.0583, -1.2796, -2.5466], [0.3466, -0.5843, -1.1421], [-0.0924, 0.6027, -1.0207], [-0.5515, 0.7741, 0.3311], [0.2216, 2.2092, 1.2741], [-0.2362, -0.5826, 1.0101], [0.3417, -1.3672, -0.0286], [1.5143, -2.3459, -1.8878], [-1.6190, 1.0046, 0.3194], [-0.3289, 3.1322, 0.4956], [0.4828, -0.4817, 1.8251], [-1.1373, -1.0814, 1.3704]], "de_lowest_kcal_mol": 17.3, "e_homo_ev": -9.368, "energy_ev": -28399.4805, "lumo_energy_ev": 0.691, "orbital_gap_ev": 10.06, "total_charge": 0, "smiles": "SC1=N[C@H](S)CO1"}

***

Question: Number 2 is which compound?
Answer: C16H21ClNO3

***

Question: What is the formula in the first record?
Answer: CH3NO2S